Record 1
The following is a quantum chemistry calculation of a molecular structure, C14H26N6NiO6 in a non-equilibrium geometry, from the Open Molecules 2025 dataset.

Output
Gap between HOMO and LUMO (spin up / spin down): 6.1 / 5.5 eV
Relative energy (zero: lowest compared OMol25 entry of this formula, charge and spin): 75.1 kcal/mol

Geometry as ORCA input:
```
! wB97M-V def2-TZVPD RIJCOSX def2/J DEFGRID3
* xyz 0 3
O 2.525 2.871 0.408
H 3.313 3.182 0.877
Ni 0.397 0.090 0.099
N 0.084 1.662 -0.903
N -0.791 0.984 1.348
N 0.887 -1.041 -1.342
N -0.078 -1.632 0.828
O 0.228 1.818 -2.158
O 1.150 -0.665 -2.608
O -0.711 -1.880 1.987
O -1.427 0.516 2.385
C -0.902 2.320 1.115
C -0.421 2.700 -0.158
C 0.848 -2.369 -1.136
C 0.234 -2.720 0.110
C -0.317 4.064 -0.705
H 0.738 4.352 -0.773
H -0.835 4.777 -0.064
H -0.758 4.083 -1.708
C -1.454 3.211 2.172
H -0.825 3.190 3.075
H -2.466 2.899 2.455
H -1.498 4.243 1.816
C 1.293 -3.334 -2.164
C -0.071 -4.116 0.524
H 1.969 -2.833 -2.868
H 0.434 -3.732 -2.723
H 1.810 -4.182 -1.699
H -0.786 -4.133 1.354
H 0.836 -4.648 0.840
H -0.489 -4.686 -0.316
H 1.073 0.344 -2.540
H -1.023 -0.918 2.280
C 1.975 0.698 1.086
H 2.183 1.965 1.020
H 2.837 0.163 0.656
H 1.810 0.443 2.141
O 2.778 1.129 -1.446
H 2.777 1.928 -0.813
H 3.620 1.163 -1.924
N -3.421 -0.846 0.845
C -3.266 -0.886 -0.495
C -4.289 -1.461 -1.307
C -4.113 -1.485 -2.680
C -2.935 -0.943 -3.209
C -2.003 -0.382 -2.328
N -2.123 -0.383 -0.997
H -2.775 -0.319 1.451
H -4.283 -1.189 1.242
H -5.167 -1.843 -0.796
H -4.875 -1.910 -3.332
H -2.706 -0.923 -4.271
H -1.121 0.104 -2.724
*
```

So, what does the Löwdin scheme give us? The charges, in e, come out as: -0.185 0.047 0.447 -0.103 -0.095 -0.044 -0.042 -0.033 -0.029 -0.031 -0.117 -0.219 -0.214 -0.224 -0.221 -0.007 0.094 0.075 0.093 -0.006 0.101 0.090 0.072 -0.007 -0.004 0.088 0.102 0.091 0.083 0.097 0.091 0.073 0.053 -0.074 -0.060 0.016 0.005 -0.135 0.002 0.055 0.143 -0.375 -0.032 -0.088 -0.081 -0.141 0.108 0.062 0.101 0.100 0.104 0.095 0.074

Record 2
The following is a quantum chemistry calculation of a molecular structure, C14H26O4P2Tc in a non-equilibrium geometry, from the Open Molecules 2025 dataset.

Output
Gap between HOMO and LUMO (spin up / spin down): 7.5 / 5.4 eV
Relative energy (zero: lowest compared OMol25 entry of this formula, charge and spin): 42.1 kcal/mol

Geometry as ORCA input:
```
! wB97M-V def2-TZVPD RIJCOSX def2/J DEFGRID3
* xyz 2 4
Tc -0.288 -0.370 -0.857
H 1.174 2.680 -1.267
H 1.783 2.325 -1.145
P -1.422 1.187 -2.133
P 1.829 -1.008 -1.459
C 1.747 -2.742 -0.895
H 2.753 -3.168 -0.846
H 1.373 -2.840 0.127
H 1.047 -3.266 -1.563
C 2.785 -1.108 -2.988
H 2.991 -0.079 -3.315
H 3.690 -1.711 -2.802
H 2.090 -1.549 -3.718
C 3.118 -0.330 -0.311
H 2.882 -0.385 0.757
H 4.045 -0.913 -0.368
H 3.340 0.721 -0.540
C -1.271 1.387 -3.988
H -2.007 1.983 -4.550
H -0.368 1.873 -4.345
H -1.309 0.462 -4.561
C -3.209 0.793 -2.157
H -3.520 0.846 -1.119
H -3.847 1.536 -2.655
H -3.414 -0.190 -2.594
C -1.572 2.995 -1.800
H -0.616 3.510 -1.926
H -2.367 3.527 -2.373
H -1.854 3.067 -0.758
C -1.663 -1.641 -1.087
O -2.067 -2.752 -1.181
H 0.110 -0.128 -2.560
O 1.335 -1.499 2.994
C 0.453 -0.891 3.848
C 0.611 -1.121 5.214
C -0.300 -0.560 6.099
C -1.346 0.253 5.618
C -1.491 0.513 4.275
C -0.611 -0.064 3.359
C -0.821 0.183 1.926
O -1.754 0.859 1.498
O 0.047 -0.439 1.109
H 1.093 -1.260 2.061
H 1.403 -1.786 5.579
H -0.198 -0.751 7.175
H -2.055 0.698 6.332
H -2.331 1.150 3.890
*
```

So, what does the Löwdin scheme give us? The charges, in e, come out as: 0.857 0.041 0.052 0.708 0.677 -0.228 0.074 0.044 0.062 -0.225 0.067 0.080 0.062 -0.232 0.037 0.067 0.037 -0.262 0.071 0.047 0.048 -0.256 0.043 0.074 0.057 -0.236 0.024 0.090 0.039 -0.255 0.121 0.015 0.162 -0.136 0.072 0.026 0.044 0.059 -0.019 -0.497 0.080 -0.279 0.068 0.158 0.145 0.151 0.167

Record 3
The following is a quantum chemistry calculation of a molecular structure, C14H27ClIN2NdO2P2 in a non-equilibrium geometry, from the Open Molecules 2025 dataset.

Output
Gap between HOMO and LUMO (spin up / spin down): 7.1 / 7.2 eV

Geometry as ORCA input:
```
! wB97M-V def2-TZVPD RIJCOSX def2/J DEFGRID3
* xyz 2 4
C 0.007 0.832 -7.825
C 0.011 1.411 -6.419
H 0.010 1.658 -8.556
H -0.883 0.211 -7.956
H 0.892 0.204 -7.958
O 0.019 2.539 -6.102
I -0.001 -0.193 -4.902
Nd 0.000 0.096 0.030
P 2.520 -0.136 -0.097
C 3.290 1.077 0.905
C 2.988 -1.760 0.442
H 4.069 -1.797 0.301
H 4.084 -0.091 -1.787
H 2.491 -2.537 -0.152
H 2.506 -0.665 -2.439
H 3.011 0.967 1.959
H 2.737 -1.913 1.501
C 3.005 0.064 -1.786
H 4.356 0.908 0.774
H 2.765 1.073 -2.151
H 3.022 2.092 0.582
P -2.522 -0.098 -0.096
C -3.272 1.128 0.907
C -3.005 0.105 -1.783
H -2.530 -2.500 -0.146
H -4.094 -1.735 0.310
H -2.762 -1.871 1.508
C -3.013 -1.714 0.450
H -2.517 -0.630 -2.435
H -4.086 -0.036 -1.783
H -4.341 0.976 0.775
H -2.987 2.138 0.583
H -2.753 1.111 -2.150
H -2.995 1.013 1.961
Cl -0.016 -1.928 -1.569
N -1.115 -0.938 6.898
C -1.061 -1.163 5.546
O -1.439 -2.233 5.083
C -0.533 -0.085 4.619
C -0.080 1.167 5.033
C 0.385 2.092 4.109
C 0.399 1.769 2.761
N -0.035 0.546 2.344
C -0.497 -0.372 3.249
H -1.472 -1.676 7.478
H -0.821 -0.081 7.339
H -0.082 1.445 6.080
H 0.738 3.067 4.430
H 0.763 2.481 2.009
H -0.831 -1.338 2.831
*
```

So, what does the Löwdin scheme give us? The charges, in e, come out as: -0.096 -0.820 0.100 0.083 0.084 0.053 0.728 1.193 0.516 -0.260 -0.246 0.069 0.071 0.042 0.023 0.053 0.066 -0.257 0.070 0.067 0.066 0.515 -0.252 -0.258 0.045 0.071 0.055 -0.241 0.023 0.071 0.070 0.068 0.068 0.053 -0.091 0.196 -0.458 0.072 -0.072 0.045 -0.003 -0.123 -0.165 -0.034 0.128 0.101 0.130 0.133 0.120 0.130